(1)
C38H62BrIrN3O2Si3 | the ωB97M-V functional and the def2-TZVPD basis

Each line ends with the Mulliken charge.
CARTESIAN COORDINATES (ANGSTROEM)
Ir  0.47  -0.84  0.33  0.4611
C  -2.48  -1.20  -2.03  -0.9137
Si  -1.36  -2.69  -1.80  0.2109
C  -2.46  -4.21  -1.90  -1.2507
C  -0.14  -2.75  -3.19  -0.2957
C  -0.50  -2.65  -0.09  0.9267
Si  1.09  -3.72  0.01  0.2594
C  0.88  -5.31  -0.93  -1.0819
C  1.62  -4.19  1.76  -1.2238
C  2.54  -2.72  -0.66  -0.8054
Si  -1.70  -3.03  1.25  -0.6924
C  -2.05  -4.84  1.55  -1.1247
C  -3.34  -2.13  1.19  -0.9347
C  -0.72  -2.35  2.69  1.0239
C  -0.84  -2.77  4.02  -1.0126
C  0.02  -2.29  4.98  -0.8642
C  0.98  -1.36  4.60  -0.9809
C  1.03  -0.95  3.29  -0.1155
N  0.21  -1.44  2.33  0.5631
H  -2.62  -1.02  -3.10  0.5499
H  -2.06  -0.30  -1.60  0.0381
H  -3.46  -1.36  -1.59  0.4180
H  -2.98  -4.21  -2.87  0.4182
H  -3.23  -4.23  -1.13  0.2687
H  -1.89  -5.13  -1.83  0.3425
H  -0.66  -2.54  -4.14  0.4562
H  0.34  -3.73  -3.30  0.3751
H  0.63  -2.00  -3.07  -0.5269
H  0.05  -5.90  -0.53  0.2822
H  1.80  -5.90  -0.81  0.4688
H  0.72  -5.16  -1.99  0.3261
H  0.83  -4.62  2.37  0.2759
H  2.04  -3.34  2.30  0.2902
H  2.41  -4.94  1.67  0.5427
H  2.42  -2.47  -1.71  -0.0001
H  3.43  -3.34  -0.53  0.6314
H  2.75  -1.78  -0.12  0.2871
H  -2.48  -5.30  0.66  0.4211
H  -2.77  -4.97  2.36  0.4549
H  -1.15  -5.41  1.81  0.3140
H  -4.01  -2.58  0.46  0.4503
H  -3.25  -1.07  0.95  0.1605
H  -3.83  -2.22  2.17  0.4176
H  -1.60  -3.50  4.27  0.5323
H  -0.05  -2.62  6.01  0.4934
H  1.68  -0.96  5.31  0.5459
H  1.77  -0.23  2.99  0.1774
C  4.39  5.53  -1.12  -2.1909
C  3.91  4.84  -2.40  2.0032
C  2.93  5.79  -3.11  -1.5790
C  5.12  4.58  -3.30  -1.5563
C  3.21  3.52  -2.10  -0.3261
C  3.12  2.98  -0.84  -0.3982
C  2.46  1.78  -0.66  0.4666
Br  2.38  1.10  1.11  -0.2203
C  1.85  1.03  -1.67  0.0706
O  1.15  -0.09  -1.44  -0.1515
C  1.96  1.58  -2.98  -0.8868
C  2.63  2.78  -3.14  -0.6661
C  1.39  0.86  -4.21  2.6029
C  2.13  -0.47  -4.38  -1.7448
C  1.59  1.66  -5.51  -2.3658
C  -0.13  0.67  -4.05  -0.9728
H  4.83  6.50  -1.37  0.4305
H  5.16  4.94  -0.62  0.3905
H  3.57  5.70  -0.42  0.4321
H  3.41  6.75  -3.30  0.4641
H  2.04  5.96  -2.50  0.3526
H  2.61  5.38  -4.08  0.3090
H  5.64  5.52  -3.52  0.4612
H  4.82  4.14  -4.26  0.3123
H  5.83  3.90  -2.82  0.3428
H  3.56  3.47  0.02  0.5614
H  2.71  3.18  -4.14  0.3944
H  3.18  -0.27  -4.64  0.4525
H  1.69  -1.06  -5.19  0.4416
H  2.12  -1.05  -3.47  0.3353
H  2.65  1.84  -5.71  0.4906
H  1.07  2.62  -5.49  0.4404
H  1.19  1.08  -6.34  0.4410
H  -0.38  0.08  -3.18  -0.4271
H  -0.54  0.17  -4.94  0.5660
H  -0.62  1.64  -3.96  0.3060
C  -1.30  1.16  5.35  -0.7229
C  -1.92  2.29  4.54  -0.8529
N  -3.28  1.99  4.10  0.1981
C  -4.34  2.00  5.11  -0.7783
C  -4.82  0.61  5.50  -1.0451
C  -3.65  1.76  2.83  0.2366
O  -4.80  1.57  2.48  -0.6276
C  -2.60  1.74  1.74  0.5125
C  -2.75  2.65  0.69  -0.9288
C  -1.90  2.56  -0.39  -1.4313
C  -0.95  1.56  -0.43  -0.2348
N  -0.82  0.66  0.57  0.3279
C  -1.63  0.77  1.64  -0.2804
H  -0.25  1.39  5.57  0.4234
H  -1.34  0.22  4.79  -0.0353
H  -1.82  1.02  6.29  0.4283
H  -1.31  2.53  3.67  0.3925
H  -1.96  3.20  5.15  0.4309
H  -5.18  2.57  4.70  0.4275
H  -3.95  2.54  5.98  0.3911
H  -5.25  0.11  4.63  0.2994
H  -5.59  0.68  6.26  0.3998
H  -4.00  0.00  5.89  0.2393
H  -3.54  3.38  0.73  0.6050
H  -1.97  3.25  -1.22  0.6194
H  -0.31  1.43  -1.28  0.2792
H  -1.51  0.03  2.42  0.5839

## Properties
- HOMO level: -10.3 eV
- Total charge: +1
- ΔE to the lowest compared entry with this formula, charge and spin: 0.0 kJ/mol
- Total energy: -145490.9550 eV
- Gap between HOMO and LUMO: 6.96 eV
- Strongest force on any atom: 2.28 eV/A

(2)
C3H5OP | the ωB97M-V functional and the def2-TZVPD basis

Each line ends with the Mulliken charge.
CARTESIAN COORDINATES (ANGSTROEM)
C  0.87  1.87  -0.09  -0.6377
C  -0.16  0.08  0.16  0.2223
C  0.40  -1.18  -0.08  -0.9175
O  -2.57  -0.86  -0.03  -0.4671
P  -1.90  0.45  -0.12  0.2337
H  0.22  2.61  0.15  0.3543
H  1.87  1.83  0.49  0.2809
H  -0.56  -1.89  -0.11  0.2981
H  0.75  -1.50  -1.03  0.3280
H  1.07  -1.41  0.67  0.3050

## Properties
- HOMO level (spin up / spin down): -9.2 / -9.2 eV
- ΔE to the lowest compared entry with this formula, charge and spin: 486.0 kJ/mol
- Total energy: -14521.9903 eV
- Gap between HOMO and LUMO (spin up / spin down): 7.52 / 8.39 eV
- Strongest force on any atom: 6.89 eV/A

(3)
CH2N4O | the ωB97M-V functional and the def2-TZVPD basis

Each line ends with the Mulliken charge.
CARTESIAN COORDINATES (ANGSTROEM)
N  1.49  0.08  -0.11  -0.6266
C  0.20  -0.01  -0.37  0.2656
N  -0.76  -0.12  -1.26  -0.3697
O  -1.92  -0.14  -0.44  -0.0075
N  -1.62  -0.04  0.85  -0.1279
N  -0.37  0.04  0.90  0.0527
H  2.18  0.06  -0.84  0.2054
H  0.80  0.13  1.27  0.6081

## Properties
- HOMO level: -9.2 eV
- ΔE to the lowest compared entry with this formula, charge and spin: 452.9 kJ/mol
- Total energy: -9071.6040 eV
- Gap between HOMO and LUMO: 8.94 eV
- Strongest force on any atom: 0.47 eV/A

(4)
C4H9N2O2 | the ωB97M-V functional and the def2-TZVPD basis

Each line ends with the Mulliken charge.
CARTESIAN COORDINATES (ANGSTROEM)
N  -0.51  -1.18  2.13  -0.6184
C  0.58  -0.50  1.45  -0.5038
C  0.14  0.58  0.48  -0.7087
C  -0.31  0.03  -0.90  0.1162
N  0.67  -0.74  -1.63  -0.6625
C  -0.68  1.31  -1.74  0.4730
O  -1.83  1.76  -1.55  -0.7359
O  0.20  1.73  -2.52  -0.7613
H  -0.92  -1.93  1.60  0.2516
H  -1.22  -0.52  2.41  0.2530
H  1.19  -1.23  0.91  0.2716
H  1.26  -0.10  2.21  0.2688
H  -0.75  1.09  0.87  0.2264
H  0.90  1.35  0.30  0.3374
H  -1.26  -0.49  -0.77  0.2273
H  1.43  -1.10  -1.04  0.2496
H  1.13  -0.06  -2.24  0.3158

## Properties
- HOMO level: -4.2 eV
- Total charge: -1
- SMILES: NCC[C@H](N)C(=O)[O-]
- ΔE to the lowest compared entry with this formula, charge and spin: 31.0 kJ/mol
- Total energy: -11370.8442 eV
- Gap between HOMO and LUMO: 8.13 eV
- Strongest force on any atom: 0.96 eV/A

(5)
C3H4O3 | the ωB97M-V functional and the def2-TZVPD basis

Each line ends with the Mulliken charge.
CARTESIAN COORDINATES (ANGSTROEM)
O  -0.02  -0.39  -2.03  -0.6264
C  -0.40  -0.02  -0.92  0.5841
C  0.00  1.10  -0.10  -0.5039
O  1.27  -0.15  1.05  -0.4981
C  0.51  -1.12  0.93  0.2533
O  -0.54  -1.16  0.16  -0.3024
H  -1.45  0.58  -0.83  0.1281
H  0.48  1.95  -0.57  0.3127
H  -0.53  1.26  0.84  0.2842
H  0.69  -2.05  1.48  0.3684

## Properties
- HOMO level (spin up / spin down): -9.3 / -9.3 eV
- ΔE to the lowest compared entry with this formula, charge and spin: 404.6 kJ/mol
- Total energy: -9314.5069 eV
- Gap between HOMO and LUMO (spin up / spin down): 8.67 / 8.67 eV
- Strongest force on any atom: 0.44 eV/A

> strongest force on any atom of number 2 (C3H5OP)?

6.89 eV/A